(1)
C34H59I2NO8S as an isolated structure at a distorted geometry. Source: OMol25; level of theory: ωB97M-V/def2-TZVPD.

M (g/mol): 895.7
Frontier orbital gap (Eh): 0.28702
Electronic energy (Eh): -2981.061959

Structure (XYZ):
```
105
C34H59I2NO8S ωB97M-V/def2-TZVPD
C -1.2629 -4.3141 2.2845
O -2.1571 -4.1004 3.3666
C -3.5115 -4.1066 2.9493
C -3.8894 -2.9551 1.9788
C -4.7840 -1.8897 2.6716
C -5.5028 -1.0620 1.5810
C -4.5729 -0.2498 0.6793
C -4.9488 0.0113 -0.6348
C -4.1157 0.7652 -1.4266
C -2.9115 1.2314 -0.9268
C -2.5042 0.9758 0.3634
C -3.3763 0.2263 1.1544
N -1.2800 1.3792 0.9844
C -1.4596 2.1530 2.1696
I -1.1373 1.0809 4.0204
C -1.8305 3.4334 2.2291
C -2.1192 4.2392 0.9813
I -2.1125 4.5080 4.0426
C -0.2224 1.8231 0.1223
C -0.3250 2.1917 -1.2051
C 0.7505 2.6080 -1.9586
C 2.0098 2.6402 -1.4065
C 2.1523 2.2393 -0.0826
C 3.5712 2.2416 0.4859
C 3.9458 0.8152 1.0042
C 5.3581 0.3810 0.5905
C 5.6322 -1.0907 0.9521
O 6.2062 -1.2488 2.2558
C 1.0648 1.8551 0.6734
O 1.3023 1.4802 1.9770
S -1.8912 2.1539 -2.0602
H -1.7051 -4.9665 1.5156
H -0.3203 -4.7327 2.6513
H -1.0214 -3.3360 1.8346
H -3.8063 -5.1014 2.5740
H -4.0997 -3.9469 3.8646
H -4.4974 -3.3737 1.1641
H -3.0123 -2.4422 1.5739
H -4.2181 -1.2694 3.3753
H -5.5772 -2.4084 3.2302
H -6.1452 -0.3391 2.1134
H -6.1369 -1.6846 0.9390
H -5.8840 -0.3852 -1.0295
H -4.3916 0.9688 -2.4605
H -3.0922 -0.0045 2.1780
H -1.5231 5.1576 0.9411
H -2.0488 3.6459 0.0713
H -3.1691 4.5688 1.0521
H 0.6003 2.9128 -2.9935
H 2.8938 2.9519 -1.9561
H 3.7062 3.0178 1.2481
H 4.2737 2.4347 -0.3450
H 3.2539 0.1084 0.5147
H 3.8462 0.7122 2.0931
H 5.4907 0.4309 -0.5039
H 6.1573 1.0015 1.0196
H 6.3118 -1.5663 0.2375
H 4.7039 -1.6836 0.9263
H 5.5531 -1.5901 2.8716
H 1.6602 0.5838 1.9962
C -7.6455 2.0426 -2.1184
C -8.5750 1.2319 -2.9998
O -8.6276 -0.1281 -2.5640
H -6.6433 1.6187 -2.1338
H -7.5940 3.0803 -2.4520
H -7.9858 2.0256 -1.0798
H -8.2222 1.2311 -4.0303
H -9.5875 1.6486 -2.9818
H -8.9494 -0.1294 -1.6566
C 7.7969 5.0527 -0.6438
C 6.5055 4.4396 -0.1365
O 5.6454 4.0926 -1.2200
H 7.5876 5.9433 -1.2374
H 8.4518 5.3277 0.1845
H 8.3291 4.3515 -1.2914
H 5.9671 5.1481 0.4916
H 6.7124 3.5403 0.4545
H 6.1152 3.4586 -1.7721
C -12.0849 -1.1843 -2.4026
C -12.0500 -2.1629 -3.5598
O -11.5380 -1.5383 -4.7320
H -12.7033 -0.3200 -2.6499
H -12.4830 -1.6537 -1.5005
H -11.0819 -0.8113 -2.1895
H -13.0526 -2.5216 -3.7901
H -11.4223 -3.0267 -3.3161
H -10.6468 -1.2319 -4.5299
C 9.7746 -2.8099 2.9214
C 9.8268 -2.4692 1.4442
O 8.5133 -2.2822 0.9210
H 9.1886 -3.7157 3.0822
H 10.7776 -2.9632 3.3235
H 9.2905 -2.0090 3.4848
H 10.2912 -3.2780 0.8804
H 10.4086 -1.5562 1.2785
H 8.0999 -1.5555 1.4122
C 6.6786 -2.5675 -2.6848
C 7.9457 -3.3908 -2.8083
O 9.0843 -2.6201 -2.4401
H 6.7293 -1.6806 -3.3188
H 5.7998 -3.1502 -2.9686
H 6.5492 -2.2203 -1.6593
H 8.0894 -3.7221 -3.8364
H 7.8955 -4.2753 -2.1644
H 8.9583 -2.3395 -1.5238
```



(2)
A 4-piece molecular cluster, C34H59NO12 overall at a distorted geometry. Source: OMol25; level of theory: ωB97M-V/def2-TZVPD.

M (g/mol): 673.8
Frontier orbital gap (Eh): 0.29915
Electronic energy (Eh): -2288.237800

Structure (XYZ):
```
106
C34H59NO12 ωB97M-V/def2-TZVPD
C -3.7672 12.8542 3.7178
O -3.7856 12.5678 2.3234
C -4.7931 11.5791 2.0037
C -4.7929 10.3426 2.9827
C -5.1762 8.9653 2.2540
C -4.4961 7.8318 3.1228
C -3.2886 7.2159 2.5847
C -2.6152 6.1869 3.4060
C -1.2834 5.5977 2.7793
C -0.3007 5.0566 3.8998
N 0.4492 5.8374 4.5807
C -3.1374 5.7465 4.7082
C -4.3589 6.3986 5.2051
C -5.0566 7.4607 4.4327
C -6.3101 8.1245 5.0511
O -7.1669 8.7080 4.4220
C -6.4260 8.0616 6.6060
C -5.8059 7.1192 7.3660
C -4.9836 6.0450 6.5920
O -4.8195 4.9339 7.0532
H -3.1569 12.0842 4.2826
H -4.7894 12.8479 4.1980
H -3.2757 13.8410 3.9526
H -5.7822 12.1153 2.1319
H -4.6837 11.2367 0.9440
H -5.5223 10.4472 3.8245
H -3.7546 10.1670 3.3894
H -4.7225 8.8890 1.2304
H -6.2785 8.8224 2.1542
H -2.9244 7.5430 1.5863
H -1.5365 4.8265 2.0099
H -0.7575 6.4978 2.3451
H -0.2855 3.9448 4.0353
H 0.2579 6.7962 4.2441
H -2.6332 4.9506 5.3103
H -7.0465 8.8369 7.1299
H -5.8742 7.0999 8.4820
C -1.4108 -1.5692 -0.2850
O -0.1986 -1.1896 0.3335
C 0.2470 0.0899 -0.0965
C 1.1986 0.6928 0.9236
O 0.5305 1.2595 2.0499
C -0.0056 0.3285 2.9892
C 1.0612 -0.3533 3.8305
O 1.6514 -1.4266 3.1078
C 2.9289 -1.7668 3.6072
H -1.2879 -1.6329 -1.3714
H -1.6969 -2.5500 0.0942
H -2.2072 -0.8592 -0.0391
H -0.6063 0.7635 -0.2411
H 0.7685 -0.0402 -1.0528
H 1.7148 1.5300 0.4451
H 1.9613 -0.0211 1.2332
H -0.6648 -0.3908 2.5010
H -0.6255 0.9301 3.6609
H 0.6029 -0.7739 4.7349
H 1.8233 0.3781 4.1199
H 3.6160 -0.9203 3.5117
H 3.3154 -2.5934 3.0116
H 2.8608 -2.0818 4.6532
C 0.9329 -0.4295 -6.8305
O 0.7139 -1.5453 -5.9939
C 0.1812 -2.6545 -6.7055
C 0.4508 -3.9485 -5.9550
O 1.7829 -4.4293 -6.1241
C 2.7981 -3.7222 -5.4144
C 2.7793 -3.9927 -3.9191
O 1.7864 -3.1987 -3.2833
C 1.3885 -3.7381 -2.0382
H -0.0068 -0.0873 -7.2762
H 1.3471 0.3751 -6.2235
H 1.6531 -0.6726 -7.6187
H 0.6245 -2.7156 -7.7065
H -0.9013 -2.5040 -6.7998
H -0.1905 -4.7235 -6.3845
H 0.1907 -3.8631 -4.9001
H 2.7676 -2.6547 -5.6380
H 3.7417 -4.1085 -5.8114
H 3.7499 -3.7212 -3.4828
H 2.5900 -5.0563 -3.7411
H 0.9453 -4.7299 -2.1753
H 0.6333 -3.0799 -1.6087
H 2.2424 -3.7945 -1.3559
C 4.6214 -7.0670 -4.5017
O 4.7046 -8.1312 -3.5780
C 3.8771 -7.9212 -2.4423
C 3.5664 -9.2419 -1.7573
O 2.5437 -9.9880 -2.4138
C 2.9194 -10.6261 -3.6330
C 3.8120 -11.8385 -3.4226
O 5.1607 -11.4331 -3.2227
C 5.9205 -12.4195 -2.5551
H 4.9554 -6.1296 -4.0438
H 5.2700 -7.2962 -5.3467
H 3.5970 -6.9577 -4.8735
H 2.9390 -7.4348 -2.7367
H 4.4195 -7.2667 -1.7484
H 3.1653 -9.0172 -0.7647
H 4.4651 -9.8414 -1.6137
H 3.3551 -9.9135 -4.3349
H 1.9796 -10.9762 -4.0697
H 3.7854 -12.4742 -4.3173
H 3.4537 -12.4131 -2.5619
H 5.5091 -12.6120 -1.5592
H 6.9370 -12.0435 -2.4411
H 5.9457 -13.3452 -3.1386
```



(3)
A 5-piece molecular cluster, C34H60BIN4O13 overall at a distorted geometry. Source: OMol25; level of theory: ωB97M-V/def2-TZVPD.

M (g/mol): 870.6
Frontier orbital gap (Eh): 0.28891
Electronic energy (Eh): -2851.278933

Structure (XYZ):
```
113
C34H60BIN4O13 ωB97M-V/def2-TZVPD
C -1.7510 5.3898 8.9780
C -0.8384 4.2251 8.4860
C -1.7488 2.9731 8.2108
C -1.5186 2.4988 6.7649
C -2.0259 3.5068 5.6946
C -1.7972 2.8328 4.3043
C -1.6340 3.8528 3.1572
C -0.5828 3.4738 2.0952
C -0.4620 2.0700 1.9146
C 0.4422 1.4900 1.0955
N 0.6012 0.0812 0.9501
C -0.6146 -0.7075 0.9878
C -0.1881 -2.2020 1.0830
C 0.8034 -2.6419 -0.0273
C 1.9028 -3.5584 0.5930
C 1.3071 2.3802 0.3895
N 2.2299 1.7590 -0.4129
C 3.0254 2.6134 -1.0006
C 2.9791 4.0239 -0.8662
B 4.0372 4.9581 -1.6073
N 4.5938 4.6225 -2.8991
O 4.4873 6.1258 -0.9866
N 2.0564 4.5829 -0.1106
C 1.1860 3.7725 0.5433
C 0.1914 4.3776 1.4028
C -0.0355 5.8842 1.6405
I 1.0123 7.3150 0.3951
C -1.5469 6.3333 1.7049
C -2.0031 7.6357 1.0397
H -2.6545 5.3598 8.3616
H -2.0153 5.1816 10.0207
H -1.2100 6.3368 8.8877
H -0.1200 3.9492 9.2644
H -0.3053 4.4794 7.5656
H -1.3867 2.1640 8.8618
H -2.8017 3.1547 8.4480
H -0.4470 2.3364 6.5796
H -2.0296 1.5496 6.5428
H -3.1129 3.5909 5.8277
H -1.5118 4.4703 5.7595
H -0.9157 2.1883 4.4338
H -2.6239 2.1335 4.1130
H -2.5898 4.0380 2.6600
H -1.2375 4.7587 3.6272
H -1.1091 1.3877 2.4569
H 1.2707 -0.2337 1.6458
H -1.2630 -0.5509 1.8669
H -1.2462 -0.6244 0.0940
H -1.0619 -2.8569 1.1714
H 0.3482 -2.2864 2.0452
H 1.2602 -1.8033 -0.5532
H 0.2215 -3.2724 -0.7152
H 2.7733 -2.9207 0.7981
H 1.5912 -3.9761 1.5593
H 2.1546 -4.4161 -0.0382
H 3.8020 2.1934 -1.6491
H 5.5164 5.0527 -2.9451
H 4.7906 3.6216 -2.8737
H 4.9909 5.9028 -0.1953
H 0.3835 6.0853 2.6355
H -2.2223 5.5464 1.3515
H -1.7965 6.4443 2.7669
H -3.0758 7.7380 1.2913
H -1.9895 7.6334 -0.0539
H -1.5602 8.5456 1.4537
C 4.5726 -7.6220 -1.3357
O 4.1626 -8.9361 -0.9513
C 3.0477 -8.9705 -0.2243
O 2.3952 -8.0159 0.1137
O 2.7789 -10.2433 0.0646
C 1.5990 -10.4321 0.8477
H 5.4838 -7.7293 -1.9179
H 3.8126 -7.1474 -1.9548
H 4.7841 -7.0129 -0.4582
H 0.7209 -10.0694 0.3150
H 1.6930 -9.9341 1.8114
H 1.4929 -11.5009 1.0126
C 1.9462 4.0169 -7.0702
O 1.3855 4.8178 -6.0315
C 0.8802 4.1174 -5.0142
O 0.8665 2.9179 -4.9216
O 0.3955 4.9781 -4.1204
C -0.1817 4.3635 -2.9683
H 2.3199 4.6968 -7.8315
H 2.7757 3.4215 -6.6913
H 1.1869 3.3739 -7.5134
H 0.5637 3.7791 -2.4301
H -1.0284 3.7374 -3.2476
H -0.5357 5.1601 -2.3174
C -4.2726 -5.1854 -2.5594
O -2.8634 -5.4052 -2.4728
C -2.5184 -6.5165 -1.8190
O -3.2753 -7.3068 -1.3209
O -1.1871 -6.5957 -1.8162
C -0.6677 -7.7450 -1.1424
H -4.4166 -4.2590 -3.1094
H -4.7557 -5.9962 -3.1023
H -4.7066 -5.0777 -1.5665
H -1.0092 -8.6607 -1.6255
H -0.9553 -7.7363 -0.0921
H 0.4148 -7.6994 -1.2066
C -0.4866 -4.4465 -4.9132
O -0.6339 -4.5508 -6.3326
C -1.6505 -3.8487 -6.8286
O -2.4167 -3.1685 -6.1974
O -1.6743 -4.0308 -8.1513
C -2.7233 -3.3302 -8.8189
H 0.3667 -5.0565 -4.6283
H -0.2900 -3.4156 -4.6214
H -1.3708 -4.8249 -4.4044
H -2.6182 -2.2553 -8.6790
H -3.6969 -3.6668 -8.4654
H -2.6357 -3.5576 -9.8782
```



(4)
C34H60FIN9O4S2 as an isolated structure at a distorted geometry. Source: OMol25; level of theory: ωB97M-V/def2-TZVPD.

M (g/mol): 868.9
Frontier orbital gap (Eh): 0.28423
Charge: -1
Electronic energy (Eh): -3319.137170

Structure (XYZ):
```
111
C34H60FIN9O4S2 ωB97M-V/def2-TZVPD
O 0.2736 -0.6568 1.9986
S -0.4153 -0.5101 0.7302
O -1.2379 0.6854 0.7185
I -1.9635 -2.3662 0.5584
N 0.5699 -0.3844 -0.5623
S 1.6578 -1.5935 -0.7001
O 1.0698 -2.9053 -0.8780
O 2.5192 -1.2434 -1.8154
C 2.7447 -1.6903 0.7327
C 3.2563 -0.2943 1.1120
F 3.1812 -0.0735 2.4552
H 3.5766 -2.3352 0.5029
H 2.1813 -2.0915 1.5663
H 2.6492 0.4460 0.6058
H 4.2574 -0.1471 0.7530
C -1.8341 3.7625 0.4901
C -1.8125 3.6437 -1.0256
C -1.9354 4.9969 -1.7380
C -3.2021 5.6604 -1.3973
N -4.1841 6.1691 -1.1298
H -2.7812 4.1754 0.8487
H -1.7120 2.7781 0.9373
H -1.0239 4.4039 0.8477
H -2.6235 2.9869 -1.3441
H -0.8791 3.1679 -1.3311
H -1.8999 4.8614 -2.8198
H -1.1128 5.6544 -1.4525
C -1.9782 -1.8434 -3.8978
C -2.1857 -3.2858 -4.3456
C -3.6241 -3.7707 -4.1386
C -3.9468 -3.6765 -2.7124
N -4.0895 -3.5561 -1.5907
H -2.1679 -1.7216 -2.8295
H -0.9493 -1.5354 -4.0789
H -2.6388 -1.1639 -4.4445
H -1.5045 -3.9321 -3.7885
H -1.9226 -3.3708 -5.3990
H -3.7255 -4.8048 -4.4676
H -4.3390 -3.1686 -4.7011
C -3.9141 2.7201 4.1542
C -5.0290 2.5208 3.1343
C -5.6336 1.1137 3.1798
C -4.6054 0.1074 2.8898
N -3.7784 -0.6388 2.6611
H -3.0755 2.0491 3.9631
H -3.5329 3.7406 4.1063
H -4.2743 2.5400 5.1702
H -4.6375 2.7174 2.1346
H -5.8214 3.2504 3.3178
H -6.4314 1.0209 2.4426
H -6.0577 0.9080 4.1639
C -9.5431 -5.2059 -0.7278
C -8.0458 -5.0291 -0.4959
C -7.4483 -3.8645 -1.2914
C -7.6239 -4.0844 -2.7323
N -7.7654 -4.2647 -3.8471
H -9.7603 -5.4427 -1.7705
H -9.9300 -6.0249 -0.1200
H -10.0910 -4.2995 -0.4616
H -7.5307 -5.9540 -0.7615
H -7.8652 -4.8552 0.5661
H -6.3830 -3.7722 -1.0826
H -7.9309 -2.9258 -1.0159
C 6.4037 1.8551 4.6219
C 6.3356 3.3031 4.1457
C 5.0308 3.6303 3.4128
C 4.8762 2.7888 2.2215
N 4.7584 2.1357 1.2990
H 6.3768 1.1548 3.7891
H 7.3301 1.6809 5.1615
H 5.5699 1.6240 5.2895
H 7.1852 3.5034 3.4894
H 6.4304 3.9716 5.0052
H 5.0202 4.6754 3.1024
H 4.1738 3.4637 4.0666
C 0.2362 -0.0037 -6.1656
C 1.1182 -0.3997 -7.3412
C 0.3264 -1.1442 -8.4223
C -0.2384 -2.3555 -7.8184
N -0.6177 -3.2550 -7.2355
H -0.1888 -0.8833 -5.6806
H 0.8111 0.5313 -5.4218
H -0.5852 0.6411 -6.4885
H 1.9308 -1.0351 -6.9839
H 1.5772 0.4921 -7.7716
H 0.9699 -1.4228 -9.2572
H -0.4829 -0.5254 -8.8119
C 2.6486 0.7859 -1.8715
C 2.9380 2.2854 -1.8486
C 1.9721 3.0941 -2.7238
C 2.0657 2.6716 -4.1272
N 2.1553 2.3279 -5.2082
H 2.7695 0.3706 -2.8731
H 3.3349 0.2533 -1.2152
H 1.6329 0.5723 -1.5348
H 3.9641 2.4607 -2.1803
H 2.8668 2.6489 -0.8216
H 2.2008 4.1588 -2.6681
H 0.9449 2.9509 -2.3853
C 6.0416 -2.0321 8.0165
C 7.5257 -1.7752 8.2544
C 8.0462 -0.5508 7.4951
C 7.8764 -0.7290 6.0483
N 7.7403 -0.8769 4.9294
H 5.8361 -2.2468 6.9673
H 5.7062 -2.8918 8.5967
H 5.4413 -1.1697 8.3127
H 8.0953 -2.6580 7.9579
H 7.6990 -1.6259 9.3222
H 9.1049 -0.3951 7.7031
H 7.5065 0.3469 7.8014
```